[1]
Molecular formula: C46H44Br2N7O4S2Ti
Method: DFT, ωB97M-V/def2-TZVPD

Charge: 0
HOMO energy (alpha / beta), eV: -7.0901 / -7.0661
HOMO-LUMO gap (alpha / beta), hartree: 0.221 / 0.217
Energy relative to the best compared isomer or geometry (same formula, charge and spin), kcal/mol: 38.5
Expectation value of S²: 1.025
Multiplicity: 2

CARTESIAN COORDINATES (ANGSTROEM)
Ti  -1.045  -0.641  1.415
O  -1.451  3.446  1.896
C  -1.001  3.589  3.169
C  -0.418  4.859  3.423
C  0.253  5.037  4.638
C  0.471  4.000  5.497
C  -0.138  2.735  5.242
C  -0.830  2.489  4.069
C  -1.100  1.087  3.554
O  -1.801  0.984  2.484
N  -0.585  0.068  4.255
N  -0.628  -1.098  3.523
C  0.275  -2.004  4.022
S  -0.185  -3.637  4.048
C  1.263  -4.360  5.028
C  2.160  -3.187  5.406
S  1.827  -1.643  4.552
H  -1.809  2.511  1.782
H  -0.545  5.654  2.707
H  0.603  6.021  4.859
H  1.026  4.049  6.412
H  -0.046  1.883  5.942
H  1.743  -5.161  4.434
H  0.846  -4.818  5.905
H  3.140  -3.519  5.123
H  2.096  -2.921  6.487
Br  5.061  -1.821  -7.094
C  5.090  -2.525  -5.333
C  4.163  -3.558  -5.005
C  4.077  -3.845  -3.639
C  4.786  -3.079  -2.696
C  5.807  -2.198  -3.096
C  6.055  -2.017  -4.439
N  4.405  -3.238  -1.407
N  4.809  -2.485  -0.479
C  3.830  -1.820  0.251
C  4.029  -0.480  0.737
C  2.981  0.321  1.041
C  1.684  -0.270  1.150
O  0.626  0.420  1.551
C  1.500  -1.649  0.859
N  0.208  -2.170  0.902
C  -0.009  -3.445  0.585
C  1.044  -4.279  0.404
C  2.337  -3.836  0.445
C  2.580  -2.447  0.458
H  3.459  -4.063  -5.750
H  3.593  -4.770  -3.288
H  6.327  -1.721  -2.295
H  6.863  -1.439  -4.766
H  5.057  -0.089  0.737
H  3.080  1.362  1.235
H  -1.047  -3.727  0.493
H  0.784  -5.363  0.191
H  3.164  -4.534  0.405
C  0.262  5.330  -2.811
C  -1.203  4.956  -3.195
C  -2.128  6.093  -2.765
C  -1.361  4.872  -4.747
C  -1.527  3.561  -2.611
C  -2.485  3.345  -1.552
C  -2.583  2.031  -1.050
Br  -4.127  1.660  -0.142
C  -1.488  1.095  -1.164
O  -1.384  0.087  -0.357
C  -0.744  1.273  -2.373
C  -0.714  2.530  -2.980
C  -0.035  0.171  -3.147
C  -0.598  0.077  -4.596
C  -0.172  -1.186  -2.544
C  1.482  0.356  -3.215
H  0.576  6.364  -3.151
H  0.873  4.559  -3.347
H  0.345  5.154  -1.728
H  -1.869  6.967  -3.464
H  -1.961  6.421  -1.734
H  -3.169  5.891  -2.817
H  -1.576  5.897  -5.164
H  -2.153  4.158  -5.089
H  -0.408  4.395  -5.194
H  -3.236  4.062  -1.245
H  -0.050  2.646  -3.861
H  -1.585  -0.414  -4.655
H  0.018  -0.692  -5.121
H  -0.592  0.957  -5.227
H  -1.219  -1.439  -2.579
H  0.323  -1.200  -1.568
H  0.286  -1.980  -3.197
H  1.751  1.273  -3.780
H  2.066  -0.514  -3.609
H  1.870  0.424  -2.194
N  -4.468  -2.995  0.504
C  -3.309  -2.361  0.363
N  -2.998  -1.626  1.436
C  -3.919  -2.018  2.430
C  -4.133  -1.478  3.696
C  -5.295  -1.829  4.372
C  -6.190  -2.724  3.798
C  -6.015  -3.245  2.512
C  -4.883  -2.849  1.833
H  -4.936  -3.523  -0.199
H  -2.955  -2.128  -0.593
H  -3.461  -0.803  4.170
H  -5.507  -1.382  5.344
H  -7.145  -2.948  4.306
H  -6.736  -3.928  1.971



[2]
Molecular formula: C46H45AsBBrN7O4PtS
Method: DFT, ωB97M-V/def2-TZVPD

Charge: +1
HOMO energy (alpha / beta), eV: -10.6179 / -10.9457
HOMO-LUMO gap (alpha / beta), hartree: 0.301 / 0.182
Expectation value of S²: 6.029
Multiplicity: 5

CARTESIAN COORDINATES (ANGSTROEM)
Pt  1.023  -0.953  -0.465
C  0.366  -4.359  -2.603
C  1.586  -3.532  -2.821
C  2.567  -3.767  -3.790
C  3.537  -2.803  -3.593
C  4.783  -2.575  -4.377
N  3.146  -2.047  -2.548
N  1.952  -2.477  -2.092
B  3.926  -0.884  -1.908
N  3.158  0.410  -2.215
N  1.928  0.629  -1.699
C  1.549  1.861  -2.053
C  0.277  2.510  -1.647
C  2.555  2.430  -2.836
C  3.558  1.480  -2.920
C  4.855  1.574  -3.647
N  4.012  -1.097  -0.385
N  3.031  -1.709  0.317
C  3.485  -1.945  1.552
C  2.775  -2.731  2.599
C  4.793  -1.459  1.641
C  5.091  -0.927  0.399
C  6.360  -0.285  -0.040
H  0.318  -5.132  -3.366
H  0.400  -4.841  -1.626
H  -0.547  -3.763  -2.647
H  2.569  -4.549  -4.530
H  4.859  -3.334  -5.151
H  4.766  -1.595  -4.857
H  5.667  -2.622  -3.742
H  5.022  -0.827  -2.357
H  -0.313  1.831  -1.041
H  0.494  3.400  -1.055
H  -0.297  2.822  -2.521
H  2.544  3.412  -3.276
H  4.883  2.503  -4.212
H  5.698  1.563  -2.955
H  4.987  0.746  -4.342
H  1.798  -3.059  2.270
H  3.378  -3.604  2.851
H  2.645  -2.141  3.508
H  5.440  -1.511  2.500
H  7.040  -0.225  0.806
H  6.836  -0.859  -0.834
H  6.178  0.723  -0.416
O  1.656  0.774  1.238
C  1.017  0.137  2.083
N  0.509  -1.071  1.814
S  -0.599  -1.543  2.933
O  -0.261  -2.830  3.472
O  -1.939  -1.399  2.440
C  -0.191  -0.250  4.087
C  -0.579  -0.084  5.397
C  -0.026  0.982  6.100
C  0.873  1.847  5.485
C  1.259  1.663  4.162
C  0.723  0.590  3.471
H  -1.278  -0.770  5.857
H  -0.295  1.132  7.136
H  1.295  2.664  6.054
H  1.980  2.316  3.688
O  -1.219  0.434  0.108
As  -2.619  1.297  0.200
C  -2.191  3.166  0.493
C  -2.996  4.176  -0.019
C  -2.677  5.502  0.235
C  -1.568  5.814  1.010
C  -0.771  4.804  1.531
C  -1.077  3.478  1.265
C  -3.934  0.909  1.559
C  -4.876  -0.090  1.348
C  -5.746  -0.438  2.366
C  -5.679  0.223  3.586
C  -4.772  1.254  3.776
C  -3.891  1.599  2.761
C  -3.603  1.275  -1.472
C  -4.952  1.618  -1.490
C  -5.627  1.700  -2.699
C  -4.957  1.439  -3.886
C  -3.611  1.102  -3.870
C  -2.932  1.025  -2.663
H  -3.870  3.930  -0.607
H  -3.292  6.292  -0.175
H  -1.330  6.850  1.211
H  0.091  5.054  2.135
H  -0.450  2.678  1.641
H  -4.911  -0.600  0.393
H  -6.470  -1.227  2.213
H  -6.340  -0.069  4.392
H  -4.743  1.791  4.715
H  -3.171  2.396  2.906
H  -5.476  1.813  -0.562
H  -6.674  1.971  -2.710
H  -5.491  1.494  -4.826
H  -3.092  0.905  -4.799
H  -1.877  0.773  -2.630
Br  -4.454  -4.330  1.054
C  -2.893  -3.597  0.332
C  -3.002  -2.615  -0.661
C  -1.858  -2.025  -1.131
C  -0.594  -2.377  -0.595
C  -0.513  -3.469  0.297
C  -1.649  -4.065  0.779
H  -3.971  -2.338  -1.053
H  -1.946  -1.285  -1.915
H  0.445  -3.829  0.648
H  -1.590  -4.851  1.517



[3]
Molecular formula: C46H46BeN2O5SiTe
Method: DFT, ωB97M-V/def2-TZVPD

Charge: 0
HOMO energy, eV: -7.5463
HOMO-LUMO gap, hartree: 0.258
Energy relative to the best compared isomer or geometry (same formula, charge and spin), kcal/mol: 5.4

CARTESIAN COORDINATES (ANGSTROEM)
Be  -0.612  0.618  -1.608
C  4.354  1.909  2.785
C  3.052  1.696  2.066
C  1.830  1.679  2.718
C  0.620  1.483  2.011
C  -0.669  1.731  2.693
O  -1.528  2.398  2.144
C  -0.916  1.224  4.095
C  -2.049  1.678  4.746
C  -2.312  1.265  6.041
C  -1.481  0.371  6.674
C  -0.373  -0.105  6.015
C  -0.057  0.345  4.753
C  0.639  1.182  0.611
O  -0.457  0.986  -0.054
C  1.906  1.128  -0.038
C  3.047  1.391  0.703
C  2.059  0.911  -1.480
N  1.028  0.751  -2.228
C  1.150  0.643  -3.685
C  1.983  -0.527  -4.338
Te  1.161  -2.518  -4.387
C  2.145  -3.298  -2.693
C  1.975  -2.679  -1.431
C  2.556  -3.258  -0.324
C  3.252  -4.451  -0.428
C  3.396  -5.080  -1.664
C  2.878  -4.483  -2.810
C  3.429  1.040  -2.048
C  3.834  2.252  -2.583
C  5.145  2.449  -2.997
C  6.050  1.405  -2.892
C  5.640  0.159  -2.408
C  4.350  0.013  -1.935
H  4.152  2.027  3.834
H  4.903  2.771  2.385
H  5.019  1.038  2.695
H  1.827  1.928  3.781
H  -2.747  2.310  4.209
H  -3.188  1.659  6.518
H  -1.694  0.009  7.662
H  0.276  -0.814  6.537
H  0.842  -0.016  4.259
H  4.021  1.435  0.214
H  1.627  1.552  -4.084
H  0.122  0.613  -4.100
H  2.975  -0.645  -3.910
H  2.089  -0.278  -5.383
H  1.364  -1.784  -1.357
H  2.499  -2.779  0.642
H  3.712  -4.882  0.439
H  3.949  -5.999  -1.707
H  2.977  -4.967  -3.782
H  3.142  3.068  -2.591
H  5.508  3.432  -3.315
H  7.089  1.541  -3.187
H  6.346  -0.661  -2.315
H  4.019  -0.927  -1.503
C  -3.548  0.829  0.455
O  -2.805  -0.211  1.045
C  -3.249  -0.762  2.161
C  -4.454  -0.461  2.814
C  -4.775  -1.090  4.000
C  -3.902  -1.995  4.583
C  -2.716  -2.342  3.942
C  -2.418  -1.765  2.710
N  -1.111  -1.955  2.137
C  -0.888  -1.991  0.825
C  -1.790  -2.445  -0.121
C  -2.838  -3.378  0.119
C  -3.664  -3.714  -0.899
C  -3.490  -3.183  -2.197
C  -2.467  -2.337  -2.499
C  -1.567  -1.939  -1.455
O  -0.638  -1.079  -1.679
H  -3.005  1.098  -0.425
H  -3.585  1.674  1.133
H  -4.573  0.485  0.226
H  -5.162  0.279  2.390
H  -5.721  -0.852  4.454
H  -4.127  -2.510  5.544
H  -2.055  -3.063  4.451
H  -0.319  -1.743  2.746
H  0.072  -1.573  0.491
H  -2.885  -3.862  1.048
H  -4.409  -4.471  -0.744
H  -4.116  -3.570  -2.977
H  -2.322  -1.978  -3.501
C  -0.870  3.871  -1.914
Si  -1.998  2.814  -2.912
C  -1.678  3.059  -4.753
C  -3.793  3.300  -2.602
O  -1.721  1.283  -2.428
H  -0.835  4.925  -2.184
H  0.129  3.459  -2.025
H  -1.169  3.747  -0.894
H  -1.858  4.086  -5.063
H  -2.287  2.414  -5.359
H  -0.645  2.837  -4.986
H  -3.996  4.342  -2.866
H  -4.108  3.134  -1.578
H  -4.493  2.697  -3.176



[4]
Molecular formula: C46H46Br2MoN3OSbSe4
Method: DFT, ωB97M-V/def2-TZVPD

Charge: 0
HOMO energy, eV: -6.9212
HOMO-LUMO gap, hartree: 0.168
Energy relative to the best compared isomer or geometry (same formula, charge and spin), kcal/mol: 0.0

CARTESIAN COORDINATES (ANGSTROEM)
Mo  1.165  -0.198  -0.089
C  4.791  0.233  -2.018
C  4.948  0.062  -0.542
C  6.260  -0.033  -0.008
C  6.469  -0.098  1.335
C  5.354  -0.074  2.203
C  5.422  -0.080  3.617
Br  7.105  -0.150  4.488
C  4.294  -0.024  4.381
C  3.032  0.013  3.763
Br  1.489  0.148  4.836
C  2.910  -0.020  2.395
O  1.745  -0.022  1.776
C  4.086  -0.031  1.595
N  3.887  0.034  0.250
H  5.741  0.508  -2.473
H  4.067  1.006  -2.264
H  4.456  -0.689  -2.505
H  7.091  -0.029  -0.701
H  7.468  -0.151  1.742
H  4.358  -0.009  5.460
C  -3.628  -1.863  -2.183
C  -2.103  -1.947  -2.299
C  -1.685  -2.114  -3.762
C  -1.523  -3.063  -1.447
C  -1.819  -4.384  -1.775
C  -1.285  -5.436  -1.057
C  -0.420  -5.185  -0.006
C  -0.088  -3.889  0.376
C  0.904  -3.719  1.512
C  0.421  -2.821  2.656
C  2.290  -3.329  0.987
C  -0.680  -2.842  -0.344
N  -0.472  -1.471  0.044
C  -1.452  -0.835  0.604
C  -1.405  0.636  0.571
N  -0.390  1.192  -0.010
C  -0.458  2.596  -0.316
C  0.004  3.512  0.635
C  -0.132  4.862  0.331
C  -0.713  5.274  -0.857
C  -1.151  4.342  -1.780
C  -1.026  2.976  -1.539
C  -1.479  1.976  -2.584
C  -0.754  2.209  -3.911
C  -2.999  2.010  -2.768
C  0.635  3.078  1.942
C  2.158  3.228  1.865
C  0.073  3.828  3.150
C  -2.662  1.135  1.120
C  -3.210  2.377  1.313
C  -4.518  2.450  1.847
C  -5.249  1.328  2.161
C  -4.706  0.033  1.959
C  -5.328  -1.214  2.219
C  -4.667  -2.393  1.960
C  -3.359  -2.425  1.423
C  -2.738  -1.229  1.169
C  -3.412  -0.019  1.447
H  -4.004  -1.063  -2.825
H  -3.962  -1.665  -1.162
H  -4.095  -2.796  -2.512
H  -1.682  -1.003  -1.959
H  -2.030  -3.065  -4.173
H  -0.603  -2.069  -3.886
H  -2.108  -1.314  -4.369
H  -2.474  -4.586  -2.613
H  -1.525  -6.457  -1.329
H  0.020  -6.014  0.536
H  1.012  -4.718  1.939
H  0.519  -1.761  2.432
H  1.024  -3.010  3.546
H  -0.620  -3.032  2.911
H  2.254  -2.446  0.349
H  2.715  -4.128  0.379
H  2.972  -3.116  1.813
H  0.222  5.604  1.037
H  -0.813  6.331  -1.070
H  -1.587  4.675  -2.714
H  -1.209  0.980  -2.238
H  -0.945  3.212  -4.298
H  -1.085  1.490  -4.661
H  0.327  2.093  -3.809
H  -3.326  2.986  -3.139
H  -3.530  1.812  -1.832
H  -3.304  1.260  -3.501
H  0.418  2.022  2.100
H  2.435  4.271  1.693
H  2.574  2.635  1.048
H  2.622  2.902  2.799
H  0.336  4.888  3.130
H  0.483  3.405  4.069
H  -1.016  3.750  3.196
H  -2.673  3.283  1.060
H  -4.957  3.427  2.004
H  -6.251  1.428  2.560
H  -6.334  -1.235  2.620
H  -5.165  -3.333  2.161
H  -2.878  -3.372  1.209
Se  3.716  -2.142  -4.968
Sb  2.420  -0.265  -5.578
Se  1.597  -0.441  -2.260
Se  0.304  -0.614  -6.538
Se  3.097  1.935  -5.053